[1]
DFT (ωB97M-V with the def2-TZVPD basis set) results for a 2-piece molecular cluster, C3H3BrS2 overall at a distorted geometry.

```
9
Properties=species:S:1:pos:R:3:forces:R:3:nbo_charge:R:1
C -2.00660 -0.40781 -1.20815 -0.5 -1.1 -2.8 -0.231
C -2.25175 0.14233 -0.17838 0.1 0.5 0.8 -0.268
C 1.16820 -0.18572 0.92973 -0.4 1.7 -0.6 -0.589
S 3.48165 1.26917 -0.27395 0.8 0.1 -0.2 -0.349
S 1.80102 1.36731 0.58625 -1.9 -2.2 0.8 0.510
Br 2.16434 -1.68656 0.46224 -0.5 0.2 0.2 0.162
H -2.01711 -0.87632 -2.24698 0.3 0.9 2.3 0.261
H -2.39855 0.68544 0.73690 0.0 -0.3 -0.3 0.239
H 0.05880 -0.30785 1.19234 2.0 0.2 -0.2 0.264
```
Forces are in eV/Å.

E_HOMO (alpha / beta) in eV: -8.6 / -8.6
E in hartree: -3486.36062
Total charge: 0
Gap between HOMO and LUMO (alpha / beta) in Ha: 0.2764 / 0.2765
Relative energy (zero: lowest compared OMol25 entry of this formula, charge and spin) in kcal per mole: 5.6
LUMO energy (alpha / beta) in Ha: -0.0386 / -0.0385

[2]
DFT (ωB97M-V with the def2-TZVPD basis set) results for one molecule with the formula C3H3Cl2F at a distorted geometry.

```
9
Properties=species:S:1:pos:R:3:forces:R:3:nbo_charge:R:1
F 0.60966 -0.82999 -2.19913 1.6 -0.5 -0.7 -0.298
C 0.04673 -0.43482 -1.09208 -0.7 0.0 1.4 0.362
Cl -1.51573 0.05890 -1.51389 -1.1 0.6 0.3 0.016
C 0.56851 -0.52547 0.13126 2.0 -1.6 -1.7 -0.324
C -0.07779 -0.14909 1.39013 -1.5 -0.5 0.2 -0.426
Cl 0.98935 0.86243 2.33396 0.5 0.8 0.6 -0.036
H 1.60966 -0.97447 0.09485 -1.3 0.6 0.4 0.239
H -0.39570 -0.96380 2.10061 0.4 0.5 -1.2 0.235
H -0.97713 0.40184 1.07966 0.2 0.0 0.6 0.232
```
Forces are in eV/Å.

SMILES: F/C(Cl)=C/CCl
E_HOMO in eV: -9.8
E in hartree: -1136.32899
Total charge: 0
Gap between HOMO and LUMO in Ha: 0.3890
Relative energy (zero: lowest compared OMol25 entry of this formula, charge and spin) in kcal per mole: 5.3
LUMO energy in Ha: 0.0285

[3]
DFT (ωB97M-V with the def2-TZVPD basis set) results for one molecule with the formula C3H3Cl2F3NOP at a distorted geometry.

```
14
Properties=species:S:1:pos:R:3:forces:R:3:nbo_charge:R:1
C -0.69247 0.88465 -2.24139 0.9 -0.9 3.3 -0.916
P 0.25124 -0.39201 -1.27901 -2.3 2.2 1.2 1.572
Cl -0.62402 -2.09446 -1.68115 -0.1 -1.0 -0.2 -0.167
Cl 2.07474 -0.38169 -1.95991 1.0 -0.3 -0.6 -0.175
N 0.21605 0.17008 0.23841 0.2 -0.2 -2.7 -1.016
C 0.39870 -0.68715 1.24482 -1.7 0.6 0.2 0.567
O 0.48601 -1.88036 1.18110 0.8 -1.3 0.6 -0.579
C 0.11819 0.07762 2.55685 1.0 -0.9 1.7 0.905
F 0.90810 -0.41483 3.58801 -0.8 0.6 -1.1 -0.335
F -1.16048 -0.03653 2.97482 0.5 0.0 -0.5 -0.315
F 0.40171 1.36056 2.39454 0.0 0.3 0.5 -0.304
H -1.76924 0.88853 -1.99202 0.8 0.1 0.3 0.268
H -0.04876 1.63622 -1.76715 -1.0 1.0 -0.4 0.253
H -0.55977 0.86937 -3.25791 0.5 -0.3 -2.4 0.241
```
Forces are in eV/Å.

SMILES: CP(Cl)(Cl)=NC(=O)C(F)(F)F
E_HOMO in eV: -10.2
E in hartree: -1807.50607
Total charge: 0
Gap between HOMO and LUMO in Ha: 0.3798
Relative energy (zero: lowest compared OMol25 entry of this formula, charge and spin) in kcal per mole: 0.0
LUMO energy in Ha: 0.0056

[4]
DFT (ωB97M-V with the def2-TZVPD basis set) results for one molecule with the formula C3H3Cl2N3 at a distorted geometry.

```
11
Properties=species:S:1:pos:R:3:forces:R:3:nbo_charge:R:1
N -2.75077 -0.31696 -0.07608 0.4 -1.1 -0.3 -0.801
C -1.39309 -0.60545 -0.01253 -0.2 -0.8 0.1 0.292
N -0.93344 -1.85676 0.00273 -0.3 0.7 -0.1 -0.307
N 0.40936 -1.72537 0.00498 0.1 0.4 0.0 -0.340
C 0.81240 -0.43894 0.00066 -0.4 -0.4 0.0 0.088
Cl 2.44572 0.01535 0.00586 0.1 0.0 0.0 0.069
C -0.33340 0.31749 -0.00867 0.2 0.5 0.0 -0.222
Cl -0.45985 2.03141 -0.00424 0.0 -0.2 0.0 0.032
H -3.32975 -1.10737 0.19005 0.2 0.2 -0.1 0.391
H -3.00213 0.50952 0.40364 -0.3 0.9 0.4 0.383
H 0.98064 -2.54208 -0.01941 0.3 -0.2 0.0 0.415
```
Forces are in eV/Å.

SMILES: Nc1n[nH]c(Cl)c1Cl
E_HOMO in eV: -8.7
E in hartree: -1200.76713
Total charge: 0
Gap between HOMO and LUMO in Ha: 0.3489
Relative energy (zero: lowest compared OMol25 entry of this formula, charge and spin) in kcal per mole: 0.2
LUMO energy in Ha: 0.0288

[5]
DFT (ωB97M-V with the def2-TZVPD basis set) results for one molecule with the formula C3H3Cl2NS at a distorted geometry.

```
10
Properties=species:S:1:pos:R:3:forces:R:3:nbo_charge:R:1
S 2.67442 -2.15492 0.52256 -2.8 3.2 -0.2 -0.041
C 1.46422 -0.91484 0.50375 0.3 -2.7 0.7 -0.062
N 0.24945 -0.87838 -0.29849 2.5 3.1 4.2 -0.585
C -0.34378 0.32710 -0.00829 -3.1 3.3 3.3 0.001
C -1.47618 1.05880 -0.41447 4.0 -1.3 1.6 -0.187
Cl -1.93403 2.59701 0.39289 0.4 -1.6 -0.9 0.024
Cl -2.07124 0.63636 -1.92356 -1.1 0.1 -1.1 0.054
H 1.24068 -0.03208 1.36200 2.1 -3.0 -2.1 0.196
H 0.04410 -1.21025 -1.15892 0.1 -2.2 -3.3 0.422
H 0.15236 0.57119 1.02253 -2.4 1.1 -2.2 0.178
```
Forces are in eV/Å.

SMILES: S=CNC=C(Cl)Cl
E_HOMO in eV: -8.7
E in hartree: -1489.31991
Total charge: 0
Gap between HOMO and LUMO in Ha: 0.2955
Relative energy (zero: lowest compared OMol25 entry of this formula, charge and spin) in kcal per mole: 59.0
LUMO energy in Ha: -0.0245

[6]
DFT (ωB97M-V with the def2-TZVPD basis set) results for an isolated ion of composition C3H3Cl2O3 and charge -1 at a distorted geometry.

```
11
Properties=species:S:1:pos:R:3:forces:R:3:nbo_charge:R:1
O 1.75301 -1.52244 0.58953 -0.8 1.2 -0.4 -0.623
C 1.18751 -0.64496 -0.05307 0.1 -2.1 0.6 0.803
O 1.86096 -0.02577 -1.02951 -1.4 1.1 -0.2 -0.695
C -0.33071 -0.31669 0.22317 0.0 -1.1 2.6 -0.651
C -0.94316 0.31014 -0.94533 -0.5 3.4 -2.7 0.534
O -0.41782 1.25967 -1.61044 -0.5 -2.5 1.5 -0.733
Cl -1.47637 -1.26303 -1.98823 0.1 0.2 -0.4 -0.295
Cl -2.82297 0.98367 -0.38011 0.4 -0.4 0.2 -0.393
H 1.24635 0.65659 -1.48736 0.3 -1.0 0.8 0.521
H -0.35994 0.30534 1.16920 0.1 -0.1 -1.3 0.255
H -1.03067 -1.20315 0.51694 2.1 1.2 -0.6 0.277
```
Forces are in eV/Å.

SMILES: O=C(O)CC([O-])(Cl)Cl
E_HOMO in eV: -5.8
E in hartree: -1262.32466
Total charge: -1
Gap between HOMO and LUMO in Ha: 0.3488
Relative energy (zero: lowest compared OMol25 entry of this formula, charge and spin) in kcal per mole: 4.3
LUMO energy in Ha: 0.1340

[7]
DFT (ωB97M-V with the def2-TZVPD basis set) results for a 2-piece molecular cluster, C3H3Cl3O overall at a distorted geometry.

```
10
Properties=species:S:1:pos:R:3:forces:R:3:nbo_charge:R:1
C -0.45366 0.33655 -0.75176 -1.5 0.6 -1.9 -0.589
C -1.04837 -0.31291 0.28140 0.6 -1.0 0.2 0.399
C 1.64189 0.25743 -0.74155 -1.0 -0.4 -1.2 -0.169
O -1.00942 0.04740 1.55596 0.5 -0.1 0.1 -0.662
Cl -1.70134 -1.92229 -0.02597 0.2 0.9 0.5 0.014
Cl 1.77477 1.07299 0.75657 0.9 0.6 1.7 -0.038
Cl 2.08896 -1.39488 -0.57442 0.3 -0.5 0.2 0.008
H -0.86348 -0.04953 -1.78025 1.4 1.2 1.9 0.274
H -0.25159 1.39785 -0.48990 -0.6 -0.8 -1.1 0.259
H -0.17777 0.56738 1.76992 -0.8 -0.5 -0.6 0.504
```
Forces are in eV/Å.

E_HOMO (alpha / beta) in eV: -8.6 / -8.6
E in hartree: -1571.77542
Total charge: 0
Gap between HOMO and LUMO (alpha / beta) in Ha: 0.2766 / 0.2766
Relative energy (zero: lowest compared OMol25 entry of this formula, charge and spin) in kcal per mole: 87.5
LUMO energy (alpha / beta) in Ha: -0.0396 / -0.0396

[8]
DFT (ωB97M-V with the def2-TZVPD basis set) results for a 2-piece molecular cluster, C3H3Cl3S2 overall at a distorted geometry.

```
11
Properties=species:S:1:pos:R:3:forces:R:3:nbo_charge:R:1
C 0.65431 -0.48057 1.64646 0.4 0.1 0.6 -0.320
C 0.60340 0.45067 0.73644 -1.9 -0.6 -3.2 -0.077
C -0.58777 0.01419 -1.10929 1.5 0.6 3.1 -0.413
S 0.41811 -0.98505 -2.15647 -0.2 -0.3 -0.1 0.095
S -1.96969 -0.91117 -0.47731 0.0 -0.3 -0.4 0.071
Cl 1.59411 -0.30529 3.11093 -0.1 -0.1 -0.2 -0.016
Cl 1.29445 1.95802 0.57794 0.4 0.3 0.3 0.083
Cl -0.92814 1.62690 -1.66456 -0.1 -0.1 -0.2 0.044
H 0.13070 -1.41690 1.56490 -0.1 -0.1 -0.1 0.243
H 1.20146 0.00736 -2.57347 0.1 0.2 0.0 0.144
H -2.41093 0.04184 0.34444 0.1 0.2 0.1 0.146
```
Forces are in eV/Å.

E_HOMO in eV: -8.8
E in hartree: -2292.95012
Total charge: 0
Gap between HOMO and LUMO in Ha: 0.3165
Relative energy (zero: lowest compared OMol25 entry of this formula, charge and spin) in kcal per mole: 56.7
LUMO energy in Ha: -0.0077

[9]
DFT (ωB97M-V with the def2-TZVPD basis set) results for a 2-piece molecular cluster, C3H3ClF2 overall at a distorted geometry.

```
9
Properties=species:S:1:pos:R:3:forces:R:3:nbo_charge:R:1
C -0.63765 -1.03166 0.99337 0.1 -0.5 -0.9 -0.129
C 0.11483 -1.91344 0.41125 -0.3 -0.9 2.5 0.176
C 0.21308 2.21851 -0.88806 -1.2 2.8 1.7 0.062
F 0.46483 -3.09645 1.12846 -0.3 1.4 -1.3 -0.344
F -0.78925 1.46326 -0.46816 -1.0 -0.3 0.4 -0.339
Cl 0.86015 -1.82982 -1.09061 0.4 -0.1 -0.5 0.068
H -1.45179 -0.65015 1.56406 0.1 0.1 0.2 0.224
H 0.29708 3.21894 -0.33352 0.1 -1.8 -1.1 0.145
H 0.92871 1.62081 -1.31678 2.0 -0.7 -1.0 0.135
```
Forces are in eV/Å.

E_HOMO (alpha / beta) in eV: -9.6 / -8.6
E in hartree: -775.81466
Total charge: 0
Gap between HOMO and LUMO (alpha / beta) in Ha: 0.3685 / 0.2894
Relative energy (zero: lowest compared OMol25 entry of this formula, charge and spin) in kcal per mole: 128.3
LUMO energy (alpha / beta) in Ha: 0.0139 / -0.0283

[10]
DFT (ωB97M-V with the def2-TZVPD basis set) results for a 2-piece molecular cluster, C3H3ClF2 overall at a distorted geometry.

```
9
Properties=species:S:1:pos:R:3:forces:R:3:nbo_charge:R:1
C 0.82321 -3.21382 -0.42424 0.0 -1.7 0.5 -0.338
C 0.39365 -3.17621 0.71473 -0.7 1.5 -0.7 0.347
F -0.26992 -2.42053 1.57530 0.8 -1.1 -0.1 -0.292
H 1.15411 -3.51046 -1.41249 0.0 0.0 0.8 0.247
F -1.17936 0.72981 -0.80426 -3.0 0.3 -2.4 -0.335
C 0.06244 0.39915 -0.52317 -0.6 2.7 5.1 -0.038
Cl 0.78881 -0.82607 -1.26861 1.5 -2.5 -3.0 0.074
H 0.65601 1.25787 -0.60078 1.0 1.4 -0.4 0.166
H -0.09182 0.23857 0.55311 1.2 -0.7 0.1 0.170
```
Forces are in eV/Å.

SMILES: C#CF.FCCl
E_HOMO in eV: -9.7
E in hartree: -775.85764
Total charge: 0
Gap between HOMO and LUMO in Ha: 0.3761
Relative energy (zero: lowest compared OMol25 entry of this formula, charge and spin) in kcal per mole: 101.3
LUMO energy in Ha: 0.0193